# CH3Cl3Si

An isolated molecule of CH3Cl3Si (the ωB97M-V functional and the def2-TZVPD basis, the OMol25 dataset).

SMILES = C[Si](Cl)(Cl)Cl
Calculated total energy = -46533.9321 eV

Geometry as ORCA input:
```
! wB97M-V def2-TZVPD RIJCOSX def2/J DEFGRID3
* xyz 0 1
C 0.233 0.043 0.211
Si 2.104 -0.112 0.178
Cl 2.894 2.341 0.362
Cl 2.768 -0.898 1.911
Cl 3.236 -0.877 -1.188
H -0.172 -0.958 -0.079
H -0.084 0.218 1.203
H -0.123 0.913 -0.347
*
```